30
Properties=species:S:1:pos:R:3:forces:R:3 method="wB97M-V/def2-TZVPD" orbital_gap_ha=0.3042 homo_energy_ev=-13.07 smiles="CC1(CO[C@@]2(F)CC=NC(=[NH2+])N2)COC1" relative_energy_kj_mol=335.6 charge=+1
F -0.473273 1.432821 1.612055 0.13 0.15 -0.17
O -1.272279 -0.616559 0.463900 3.42 0.76 3.07
O 1.079155 0.481052 -1.697184 3.48 -0.94 0.97
N 1.894014 -1.016393 2.920032 -1.01 -0.93 3.89
N 1.093527 -0.038529 0.827260 -0.03 -1.54 5.26
N 3.159550 -1.002718 1.151829 0.81 -0.02 -2.04
C 0.790090 -1.014983 3.596644 0.83 2.19 -1.53
C -0.441023 -0.542676 2.912084 -1.24 -1.46 -0.94
C 0.163930 1.525874 -1.728965 -2.76 2.97 0.46
C 0.150990 -0.544699 -2.035839 -1.22 0.86 -2.38
C 1.991639 -0.701838 1.646885 -0.09 1.55 -4.28
C -0.126119 0.145340 1.538231 -3.58 -1.53 -2.42
C -0.967355 0.438436 -1.868983 -1.28 1.90 1.67
C -1.949546 0.644542 -3.005261 2.28 -3.50 0.76
C -1.757335 0.223098 -0.515770 -1.50 0.60 -0.82
H 3.405028 -0.874483 0.154829 -0.28 -0.01 1.08
H -2.841879 0.997941 -2.678163 -2.74 1.12 0.86
H -0.001805 2.176922 -0.764999 0.95 -1.43 -1.24
H -1.046774 -1.492648 2.589060 0.73 1.63 0.75
H -2.722562 -0.312026 -0.787261 0.76 1.06 0.20
H 1.144162 0.155677 -0.197330 0.55 0.20 -0.42
H -2.047698 -0.393578 -3.365191 -0.63 0.53 -0.51
H 0.111790 -1.448594 -1.476950 0.49 -0.55 0.87
H -1.527369 1.253485 -3.725274 0.68 1.13 -1.69
H 3.851381 -1.336531 1.787576 0.38 -0.35 0.24
H 0.185862 -0.750235 -3.101694 0.67 -0.44 -0.17
H -1.092754 0.094928 3.604094 0.89 -0.78 -1.29
H 0.335684 2.364481 -2.529042 -0.20 -2.07 0.92
H -1.923690 1.204086 -0.011613 -0.54 -0.37 -0.91
H 0.834658 -1.052193 4.685039 0.03 -0.74 -0.20